(1)
A structure of composition C35H85N6O25 in a non-equilibrium geometry, computed with the ωB97M-V functional and the def2-TZVPD basis.

Geometry (Å):
C (-15.241, 1.611, 21.686)
C (-15.605, 1.980, 20.282)
O (-15.401, 1.206, 19.295)
N (-16.548, 3.233, 20.174)
H (-16.266, 3.917, 20.862)
H (-16.456, 3.757, 19.316)
C (-18.023, 2.939, 20.515)
H (-14.714, 2.451, 22.138)
H (-14.698, 0.666, 21.693)
H (-16.145, 1.469, 22.278)
H (-18.515, 3.900, 20.364)
H (-18.046, 2.509, 21.517)
H (-18.324, 2.262, 19.715)
C (-25.350, 0.893, 12.550)
C (-25.211, -0.573, 12.150)
O (-24.500, -0.901, 11.240)
N (-26.177, -1.521, 12.776)
H (-25.621, -2.052, 13.431)
H (-26.781, -0.999, 13.395)
C (-26.992, -2.340, 11.806)
H (-26.162, 1.425, 12.054)
H (-24.401, 1.274, 12.173)
H (-25.347, 1.042, 13.630)
H (-26.299, -3.052, 11.357)
H (-27.548, -1.714, 11.109)
H (-27.690, -2.946, 12.384)
C (-27.605, 7.997, 16.522)
O (-26.609, 7.026, 16.809)
C (-26.898, 5.788, 16.180)
C (-25.712, 4.838, 16.067)
N (-25.199, 4.509, 17.502)
H (-25.030, 5.334, 18.060)
H (-26.029, 4.087, 17.893)
C (-24.095, 3.434, 17.568)
C (-24.556, 2.190, 16.853)
O (-25.823, 1.839, 17.429)
C (-26.409, 0.796, 16.761)
H (-27.592, 8.307, 15.478)
H (-27.474, 8.867, 17.165)
H (-28.609, 7.622, 16.721)
H (-27.178, 6.040, 15.157)
H (-27.808, 5.342, 16.580)
H (-24.886, 5.334, 15.558)
H (-26.034, 3.985, 15.469)
H (-23.973, 3.207, 18.627)
H (-23.183, 3.931, 17.238)
H (-23.783, 1.454, 17.072)
H (-24.459, 2.199, 15.767)
H (-25.873, -0.149, 16.674)
H (-26.590, 1.274, 15.798)
H (-27.370, 0.571, 17.223)
C (-16.990, -0.413, 17.048)
O (-18.157, -0.651, 16.291)
C (-19.246, -0.877, 17.162)
C (-20.534, -1.202, 16.257)
N (-21.138, -0.029, 15.425)
H (-22.114, -0.192, 15.223)
H (-21.177, 0.718, 16.104)
C (-20.249, 0.313, 14.214)
C (-20.787, -0.372, 12.927)
O (-20.808, -1.751, 13.103)
C (-21.198, -2.472, 11.956)
H (-16.910, -1.121, 17.873)
H (-17.058, 0.545, 17.562)
H (-16.085, -0.506, 16.448)
H (-19.507, 0.070, 17.635)
H (-19.135, -1.723, 17.840)
H (-21.351, -1.665, 16.810)
H (-20.364, -2.032, 15.572)
H (-19.251, -0.114, 14.305)
H (-20.161, 1.399, 14.194)
H (-20.011, -0.121, 12.203)
H (-21.786, 0.013, 12.721)
H (-22.248, -2.217, 11.813)
H (-21.273, -3.551, 12.091)
H (-20.639, -2.272, 11.042)
C (-22.009, -2.843, 19.906)
O (-22.272, -1.459, 19.890)
C (-23.391, -1.094, 19.047)
C (-23.862, 0.275, 19.612)
N (-24.009, 0.325, 21.111)
H (-23.060, 0.323, 21.456)
H (-24.324, 1.183, 21.542)
C (-24.875, -0.750, 21.807)
C (-26.408, -0.538, 21.513)
O (-26.819, -0.830, 20.158)
C (-28.097, -0.297, 19.835)
H (-22.950, -3.309, 20.199)
H (-21.193, -3.029, 20.605)
H (-21.726, -3.181, 18.909)
H (-24.247, -1.763, 19.139)
H (-23.193, -1.027, 17.977)
H (-24.810, 0.727, 19.320)
H (-23.122, 1.075, 19.639)
H (-24.684, -0.661, 22.877)
H (-24.387, -1.662, 21.463)
H (-26.543, 0.511, 21.775)
H (-26.868, -1.247, 22.200)
H (-28.486, -0.815, 18.958)
H (-28.013, 0.768, 19.614)
H (-28.770, -0.617, 20.631)
C (-14.992, 2.237, 11.962)
O (-14.906, 1.542, 13.178)
C (-16.072, 1.599, 13.958)
C (-16.308, 2.937, 14.630)
N (-15.017, 3.391, 15.327)
H (-14.362, 3.574, 14.581)
H (-15.201, 4.233, 15.853)
C (-14.433, 2.289, 16.214)
C (-13.310, 2.906, 17.028)
O (-12.240, 3.255, 16.140)
C (-11.169, 4.159, 16.623)
H (-15.253, 3.280, 12.143)
H (-15.683, 1.722, 11.295)
H (-14.054, 2.150, 11.412)
H (-15.994, 0.791, 14.685)
H (-16.929, 1.299, 13.354)
H (-17.023, 2.865, 15.450)
H (-16.388, 3.821, 13.998)
H (-14.071, 1.495, 15.561)
H (-15.207, 1.964, 16.910)
H (-12.891, 2.223, 17.767)
H (-13.636, 3.819, 17.528)
H (-10.224, 3.639, 16.780)
H (-11.506, 4.639, 17.542)
H (-11.082, 4.922, 15.849)
O (-20.086, 3.830, 18.384)
C (-20.357, 2.862, 17.530)
O (-19.506, 2.873, 16.638)
O (-21.244, 1.994, 17.609)
H (-19.315, 3.785, 17.814)
O (-19.851, -0.847, 20.595)
C (-20.009, -0.084, 21.589)
O (-19.108, -0.056, 22.433)
O (-20.990, 0.630, 21.668)
H (-20.685, -0.496, 20.275)
O (-21.910, 2.822, 14.102)
C (-21.995, 4.123, 14.086)
O (-21.812, 4.731, 13.001)
O (-22.373, 4.659, 15.138)
H (-22.079, 2.867, 15.046)
O (-19.159, 3.411, 12.683)
C (-18.742, 3.220, 11.437)
O (-17.780, 3.859, 10.968)
O (-19.440, 2.608, 10.674)
H (-20.061, 3.117, 12.539)
O (-23.446, -2.737, 16.382)
C (-23.999, -2.444, 15.227)
O (-24.561, -3.451, 14.669)
O (-24.014, -1.210, 14.882)
H (-23.723, -3.579, 16.016)

Output
E = -97782.22240 eV
F_max = 8.0 eV/A
2S+1 = 1
Lowest unoccupied orbital energy = -3.62 eV
Molecular weight = 990.1 g mol⁻¹
Net charge = +1
Kohn-Sham gap = 2.90 eV



(2)
A cluster of 9 separate species, C35H87BrNO8 in total, computed with the ωB97M-V functional and the def2-TZVPD basis.

Geometry (Å):
C (-3.019, -1.066, 3.173)
C (-3.635, -0.917, 1.789)
C (-3.759, 0.571, 1.390)
C (-2.842, 0.859, 0.193)
C (-5.148, 1.101, 1.022)
C (-5.209, 2.634, 1.076)
C (-5.352, 2.933, 2.579)
C (-6.112, 1.734, 3.165)
N (-6.327, 0.825, 1.973)
C (-6.867, -0.586, 2.156)
Br (-6.372, -1.368, 3.836)
C (-8.380, -0.594, 1.953)
C (-9.172, 0.439, 2.746)
H (-2.009, -0.657, 3.183)
H (-3.589, -0.533, 3.939)
H (-2.947, -2.112, 3.474)
H (-4.582, -1.456, 1.705)
H (-2.969, -1.404, 1.074)
H (-3.387, 1.164, 2.232)
H (-1.856, 0.441, 0.382)
H (-3.222, 0.382, -0.714)
H (-2.696, 1.918, -0.015)
H (-5.454, 0.703, 0.052)
H (-4.322, 3.090, 0.649)
H (-6.072, 2.995, 0.508)
H (-5.868, 3.870, 2.778)
H (-4.368, 3.006, 3.034)
H (-5.550, 1.176, 3.908)
H (-7.090, 1.982, 3.562)
H (-7.097, 1.269, 1.465)
H (-6.389, -1.170, 1.377)
H (-8.569, -0.489, 0.879)
H (-8.720, -1.593, 2.221)
H (-8.875, 0.450, 3.796)
H (-9.077, 1.454, 2.347)
H (-10.235, 0.201, 2.695)
C (1.929, 0.374, -2.756)
C (1.099, 0.237, -1.495)
C (1.151, -1.167, -0.917)
O (-0.259, 0.636, -1.728)
H (1.552, -0.308, -3.526)
H (1.886, 1.388, -3.149)
H (2.976, 0.132, -2.578)
H (1.455, 0.948, -0.746)
H (0.756, -1.886, -1.641)
H (0.557, -1.235, -0.004)
H (2.176, -1.457, -0.685)
H (-0.618, 0.053, -2.409)
C (5.821, 2.656, -5.993)
C (4.430, 2.177, -5.622)
C (3.347, 3.126, -6.110)
O (4.320, 1.971, -4.210)
H (6.019, 3.631, -5.537)
H (6.585, 1.964, -5.642)
H (5.933, 2.766, -7.072)
H (4.258, 1.186, -6.049)
H (3.482, 4.113, -5.658)
H (2.358, 2.756, -5.839)
H (3.390, 3.246, -7.193)
H (4.489, 2.819, -3.781)
C (10.185, 0.356, -7.562)
C (8.869, 1.101, -7.693)
C (8.484, 1.314, -9.148)
O (8.897, 2.340, -6.984)
H (10.997, 0.930, -8.018)
H (10.431, 0.191, -6.513)
H (10.125, -0.609, -8.069)
H (8.081, 0.528, -7.196)
H (9.243, 1.918, -9.653)
H (7.528, 1.835, -9.222)
H (8.409, 0.360, -9.672)
H (9.583, 2.892, -7.378)
C (-0.549, 1.274, 6.622)
C (-0.365, -0.125, 6.055)
C (0.854, -0.817, 6.636)
O (-0.283, -0.080, 4.628)
H (0.327, 1.884, 6.386)
H (-1.430, 1.753, 6.194)
H (-0.660, 1.248, 7.707)
H (-1.259, -0.720, 6.260)
H (1.753, -0.245, 6.390)
H (0.967, -1.818, 6.222)
H (0.787, -0.901, 7.721)
H (0.508, 0.434, 4.409)
C (4.287, 2.577, 3.071)
C (2.995, 1.787, 2.985)
C (2.144, 2.199, 1.796)
O (2.251, 1.901, 4.205)
H (4.071, 3.644, 3.184)
H (4.878, 2.254, 3.927)
H (4.884, 2.450, 2.167)
H (3.224, 0.721, 2.915)
H (1.871, 3.255, 1.875)
H (1.228, 1.608, 1.752)
H (2.690, 2.064, 0.861)
H (2.030, 2.831, 4.337)
C (-15.132, -0.767, 2.530)
C (-13.737, -0.772, 1.931)
C (-13.093, -2.147, 1.988)
O (-12.907, 0.204, 2.571)
H (-15.092, -1.062, 3.582)
H (-15.572, 0.227, 2.467)
H (-15.784, -1.470, 2.010)
H (-13.787, -0.438, 0.892)
H (-12.999, -2.477, 3.027)
H (-12.098, -2.125, 1.540)
H (-13.693, -2.885, 1.456)
H (-12.860, -0.028, 3.507)
C (5.106, -4.381, 5.852)
C (4.085, -3.275, 6.066)
C (4.743, -1.936, 6.355)
O (3.174, -3.621, 7.110)
H (5.717, -4.506, 6.750)
H (4.607, -5.326, 5.641)
H (5.774, -4.145, 5.023)
H (3.458, -3.186, 5.175)
H (5.337, -1.997, 7.271)
H (3.987, -1.163, 6.492)
H (5.408, -1.633, 5.545)
H (3.685, -3.709, 7.924)
C (8.044, -4.588, -7.458)
C (8.031, -3.097, -7.751)
C (6.633, -2.581, -8.051)
O (8.928, -2.779, -8.814)
H (7.677, -5.145, -8.325)
H (9.056, -4.925, -7.237)
H (7.402, -4.827, -6.609)
H (8.437, -2.557, -6.892)
H (6.228, -3.083, -8.934)
H (6.655, -1.509, -8.247)
H (5.957, -2.771, -7.216)
H (8.632, -3.234, -9.612)

Output
E = -125612.92951 eV
F_max = 0.3 eV/A
2S+1 = 1
Lowest unoccupied orbital energy = -2.21 eV
ΔE to the lowest compared entry with this formula, charge and spin = 0.0 kJ/mol
Molecular weight = 730.0 g mol⁻¹
Net charge = +1
Kohn-Sham gap = 8.90 eV



(3)
A structure of composition C35H90F6N5O19S2V in a non-equilibrium geometry, computed with the ωB97M-V functional and the def2-TZVPD basis.

Geometry (Å):
V (14.854, -15.917, 0.829)
C (17.245, -17.581, -2.653)
F (17.333, -18.037, -3.897)
F (18.255, -18.223, -2.028)
F (17.581, -16.288, -2.582)
S (15.532, -17.942, -1.820)
O (14.582, -18.487, -2.796)
O (15.862, -18.847, -0.722)
N (15.063, -16.368, -1.171)
S (14.523, -15.665, -2.494)
O (15.167, -16.100, -3.773)
O (13.078, -15.462, -2.530)
C (15.164, -13.864, -2.376)
F (16.432, -13.941, -2.009)
F (15.188, -13.189, -3.563)
F (14.411, -13.165, -1.492)
O (14.574, -15.437, 2.884)
C (13.383, -14.633, 3.034)
C (12.708, -14.125, 1.688)
O (13.020, -14.827, 0.478)
H (13.649, -13.803, 3.689)
H (12.673, -15.167, 3.664)
H (12.942, -13.067, 1.567)
H (11.631, -14.020, 1.818)
C (5.692, -10.140, 1.544)
C (6.418, -10.695, 0.296)
C (7.758, -11.378, 0.668)
O (8.620, -10.491, 1.256)
C (9.909, -10.965, 1.430)
N (5.596, -11.711, -0.304)
H (6.322, -9.411, 2.053)
H (5.257, -10.933, 2.153)
H (4.906, -9.564, 1.056)
H (6.667, -9.890, -0.395)
H (8.017, -11.894, -0.257)
H (7.466, -12.116, 1.415)
H (9.952, -12.030, 1.659)
H (10.435, -10.310, 2.124)
H (10.514, -10.966, 0.523)
H (6.010, -12.047, -1.162)
H (4.719, -11.302, -0.594)
C (12.273, -18.607, -0.053)
C (12.626, -18.248, 1.414)
C (12.423, -19.465, 2.331)
O (13.373, -20.446, 2.111)
C (13.234, -21.548, 2.939)
N (14.073, -17.879, 1.477)
H (12.919, -19.456, -0.276)
H (12.537, -17.785, -0.718)
H (11.271, -19.011, -0.202)
H (11.961, -17.417, 1.650)
H (11.407, -19.843, 2.211)
H (12.470, -19.184, 3.383)
H (13.660, -22.459, 2.518)
H (12.277, -21.968, 3.246)
H (13.711, -21.380, 3.905)
H (14.263, -18.047, 2.454)
H (14.459, -18.745, 1.126)
C (10.328, -20.442, 8.026)
C (9.473, -19.182, 7.905)
C (10.193, -18.102, 7.039)
O (11.290, -17.519, 7.723)
C (11.669, -16.254, 7.201)
N (8.147, -19.575, 7.357)
H (11.327, -20.169, 8.365)
H (10.502, -20.858, 7.033)
H (9.881, -21.165, 8.707)
H (9.381, -18.787, 8.916)
H (9.474, -17.321, 6.794)
H (10.527, -18.564, 6.110)
H (11.997, -16.276, 6.162)
H (12.405, -15.722, 7.803)
H (10.853, -15.532, 7.196)
H (7.895, -20.419, 7.850)
H (7.399, -18.936, 7.586)
C (9.460, -16.963, 3.213)
C (8.246, -16.063, 2.877)
C (8.505, -14.602, 3.159)
O (8.444, -14.515, 4.568)
C (9.179, -13.312, 4.921)
N (8.013, -16.257, 1.465)
H (10.385, -16.563, 2.797)
H (9.406, -17.943, 2.741)
H (9.537, -17.183, 4.278)
H (7.368, -16.352, 3.454)
H (7.728, -14.000, 2.688)
H (9.408, -14.210, 2.691)
H (9.225, -13.242, 6.007)
H (8.666, -12.395, 4.630)
H (10.200, -13.370, 4.545)
H (7.292, -15.661, 1.085)
H (8.783, -15.902, 0.917)
C (16.711, -9.337, 1.590)
C (16.520, -10.840, 1.877)
C (15.482, -11.086, 2.991)
O (16.196, -11.537, 0.725)
H (15.811, -8.733, 1.710)
H (17.171, -9.182, 0.614)
H (17.409, -8.948, 2.332)
H (17.445, -11.275, 2.257)
H (15.535, -10.412, 3.846)
H (15.640, -12.137, 3.230)
H (14.466, -10.966, 2.614)
H (16.067, -10.976, -0.044)
C (12.015, -12.471, 7.093)
C (12.411, -11.120, 6.550)
C (11.737, -10.752, 5.263)
O (11.991, -10.102, 7.500)
H (12.313, -13.251, 6.392)
H (10.945, -12.598, 7.255)
H (12.491, -12.679, 8.052)
H (13.495, -11.175, 6.448)
H (12.194, -9.848, 4.858)
H (10.652, -10.650, 5.251)
H (11.934, -11.519, 4.514)
H (12.600, -10.039, 8.240)
C (12.931, -9.757, -0.139)
C (12.377, -9.511, -1.553)
C (12.861, -8.259, -2.284)
O (12.633, -10.563, -2.468)
H (12.429, -9.167, 0.628)
H (13.970, -9.434, -0.085)
H (12.961, -10.791, 0.205)
H (11.322, -9.295, -1.383)
H (12.656, -7.393, -1.654)
H (12.433, -8.147, -3.280)
H (13.950, -8.232, -2.275)
H (12.156, -11.360, -2.224)
C (15.844, -15.989, 6.543)
C (15.834, -14.493, 6.132)
O (16.329, -14.388, 4.800)
O (14.709, -16.659, 6.040)
H (15.871, -15.980, 7.633)
H (16.716, -16.465, 6.094)
H (16.566, -13.982, 6.758)
H (14.866, -14.030, 6.323)
H (15.671, -14.737, 4.195)
H (14.759, -16.619, 5.083)
C (9.607, -14.364, -0.953)
C (10.476, -13.330, -1.744)
O (11.461, -12.675, -0.919)
O (10.327, -15.463, -0.599)
H (8.797, -14.682, -1.610)
H (9.223, -13.898, -0.046)
H (9.855, -12.498, -2.075)
H (10.883, -13.798, -2.641)
H (12.022, -13.342, -0.516)
H (11.233, -15.184, -0.447)
C (17.560, -14.566, 1.173)
C (17.886, -16.037, 0.865)
O (16.733, -16.792, 1.305)
O (16.273, -14.234, 0.719)
H (18.258, -13.851, 0.737)
H (17.526, -14.274, 2.223)
H (18.765, -16.365, 1.421)
H (18.051, -16.037, -0.212)
H (17.067, -17.564, 1.767)
H (16.324, -13.276, 0.687)

Output
E = -147765.04697 eV
F_max = 6.9 eV/A
2S+1 = 3
Lowest unoccupied orbital energy (alpha / beta) = -1.53 / -0.49 eV
Molecular weight = 1114.2 g mol⁻¹
Net charge = 0
Kohn-Sham gap (alpha / beta) = 7.32 / 8.36 eV